Entry 1:
# C33H34N11O4Tc

A structure of composition C33H34N11O4Tc (the ωB97M-V functional and the def2-TZVPD basis, the OMol25 dataset).

XYZ file:
```
83
Properties=species:S:1:pos:R:3:forces:R:3
Tc 0.159360 2.333846 -0.446719 -0.03 0.64 0.50
O 1.278873 3.438190 3.369037 -0.02 0.03 0.07
O -0.231667 -4.787382 0.676350 0.01 0.10 0.02
O -3.041292 1.891361 1.808651 -0.04 0.00 0.06
O -1.431460 1.628737 0.279176 -0.04 -0.06 0.11
N -1.363058 0.250526 -3.930207 0.06 0.03 -0.02
N 0.615933 -6.654522 1.456889 -0.01 0.03 0.02
N 1.951686 3.300837 -1.677192 -0.14 0.10 0.15
N -0.276176 1.001531 -2.130399 0.04 -0.07 -0.09
N -1.024479 -1.106923 3.885766 -0.05 0.02 -0.15
N 0.273000 0.005597 2.537727 0.07 -0.05 -0.01
N -0.972109 -0.778462 -3.153366 -0.16 0.02 0.02
N 0.202932 3.204389 1.345577 0.02 -0.08 0.00
N 1.809930 1.422264 0.544278 0.12 -0.24 -0.20
N 0.131513 -0.965324 4.558675 0.02 0.04 0.06
N 0.969176 -6.535893 0.117698 0.03 0.06 -0.03
C -0.081694 -5.611469 1.744711 -0.02 -0.10 -0.03
C -1.140429 -3.885022 3.118358 0.00 0.01 0.00
C -1.734443 -4.273652 5.400928 0.00 -0.02 -0.01
C -1.981467 2.234182 1.389019 0.13 0.09 -0.16
C 1.482977 -4.553656 -3.790816 -0.01 -0.03 0.05
C 0.034216 4.369542 -2.670624 0.15 -0.18 0.10
C -0.521382 5.345765 -3.480768 0.05 0.01 -0.01
C 1.457599 -5.180654 -2.552691 0.01 0.04 -0.05
C -1.658138 -3.415446 4.314171 -0.02 0.01 0.03
C -1.429377 -2.137803 -3.475255 0.11 -0.04 -0.01
C 2.430951 4.555195 -1.036690 0.01 -0.05 -0.10
C 3.104019 2.427369 -1.965281 0.02 0.14 0.02
C -1.293646 -5.588524 5.286760 0.00 0.02 -0.01
C 0.877353 -0.286125 3.725728 0.02 0.01 -0.01
C -2.077503 -1.965363 4.411846 0.04 -0.04 0.03
C 2.394032 2.256281 1.616613 -0.04 0.06 -0.06
C -0.397184 -3.186462 -3.159363 -0.03 0.03 -0.02
C 0.507786 -4.799896 -1.612129 -0.01 -0.01 0.02
C -0.755097 -6.050847 4.098247 -0.01 0.00 0.01
C -0.420326 -3.809904 -1.922225 0.00 -0.01 0.02
C 0.565148 -3.557819 -4.093239 -0.01 0.00 -0.02
C -0.678530 -5.188638 3.007835 0.00 0.00 0.01
C 1.250499 3.054862 2.223119 0.02 -0.06 -0.14
C -0.925280 -0.538677 2.681398 -0.09 0.01 0.11
C -0.929809 1.303857 -3.291352 -0.14 -0.01 0.01
C -1.739860 5.912152 -3.134156 -0.03 -0.02 0.03
C 1.335415 3.691398 -2.971401 0.00 -0.09 0.00
C -2.385578 5.493509 -1.980682 0.00 0.04 -0.06
C -1.819121 4.522500 -1.165131 0.01 -0.14 0.14
C -1.100912 3.348274 1.951494 -0.07 -0.15 0.08
C -0.591968 3.943702 -1.495526 -0.02 0.06 -0.42
C 0.459629 -5.429583 -0.294806 -0.03 -0.12 0.01
C -0.337871 -0.325553 -2.078512 0.07 -0.05 -0.08
H 1.270677 0.700332 1.071082 -0.06 -0.03 -0.04
H 3.703178 2.842490 -2.780453 -0.03 0.00 -0.03
H 2.164760 -5.961732 -2.308353 0.00 0.00 0.01
H -1.062910 -3.224205 2.264692 0.00 0.00 0.00
H 2.750384 1.437889 -2.254437 0.04 -0.01 -0.03
H 2.957570 4.347830 -0.112378 -0.02 -0.08 0.04
H 3.762658 2.369193 -1.098845 -0.09 -0.10 0.04
H -1.183748 -3.549890 -1.198425 0.00 0.00 0.00
H -0.001858 5.667616 -4.375637 -0.01 0.01 0.00
H -1.050907 3.241187 3.035758 0.00 0.04 -0.01
H -1.735790 -0.514954 1.968982 0.02 0.01 0.00
H 2.834929 1.640487 2.397722 0.01 0.00 0.03
H -1.356260 -6.250014 6.139891 0.00 0.00 0.00
H 0.052421 -0.962659 -1.301696 0.01 0.01 0.01
H 2.026137 4.328311 -3.532210 0.01 0.04 0.00
H 2.217297 -4.851459 -4.526646 0.00 0.00 0.00
H -1.574475 4.308854 1.741050 -0.01 0.02 -0.04
H 0.582063 -3.083459 -5.067363 0.00 0.00 0.00
H 1.193830 2.777683 -3.557504 -0.02 0.07 0.03
H -2.346328 -2.321335 -2.915727 -0.02 0.01 -0.01
H -2.375114 4.213616 -0.290346 0.03 0.00 0.00
H -2.979330 -1.760908 3.834006 0.01 0.00 -0.01
H 1.584373 5.199792 -0.821733 0.00 0.01 0.02
H 1.879980 0.014518 3.980026 0.01 0.02 0.01
H 3.114432 5.074412 -1.715039 0.02 -0.01 0.01
H -2.259843 -1.676785 5.444755 0.00 0.00 0.00
H -0.389404 -7.064436 4.006488 0.00 0.00 0.00
H 3.177138 2.900051 1.225620 -0.01 0.04 -0.03
H 2.516338 0.946911 -0.006615 0.06 0.04 0.04
H -1.101775 2.310160 -3.638861 0.02 -0.06 0.03
H -2.179727 6.678931 -3.757129 0.00 0.00 0.00
H -1.678372 -2.109171 -4.532846 0.03 -0.01 -0.01
H -3.338953 5.924570 -1.704838 0.00 0.00 0.00
H -2.125527 -3.916107 6.345458 0.00 0.00 0.00
```
Forces are in eV/Å.

The HOMO energy (alpha / beta) comes out at -11.02 / -11.02 eV. As for the energy relative to the best compared isomer or geometry (same formula, charge and spin): 0.0 kJ/mol. The energy is -2261.84501 Eh. As for the expectation value of S²: 0.768. As for the multiplicity: 2. As for the net charge: +1. For the frontier orbital gap (alpha / beta), the calculation gives 6.97 / 7.16 eV.

Results of the Mulliken charge analysis, in e, for atoms 1 through 2: Tc -0.737; O -0.657

=====

Entry 2:
# C33H34N5O3S11Tc

A structure of composition C33H34N5O3S11Tc (the ωB97M-V functional and the def2-TZVPD basis, the OMol25 dataset).

XYZ file:
```
87
Properties=species:S:1:pos:R:3:forces:R:3
Tc -0.506213 -0.781034 -0.013231 -0.33 0.26 0.72
S 0.917770 0.854211 -2.934600 -0.58 0.05 -1.12
S -0.758251 -3.144114 0.196272 -0.60 0.70 0.18
S 2.615604 -5.057232 -1.801232 -0.37 -0.01 0.44
S 1.948477 2.711541 -5.057410 0.57 0.37 0.04
S -0.325314 -0.195498 2.399383 0.09 -0.17 -0.58
S -1.513384 -0.909942 -2.221008 -0.61 -0.43 0.65
S 3.137758 -7.383742 -0.017482 0.20 -0.14 0.13
S -2.757979 1.291295 3.330003 0.01 -0.17 0.00
S 0.993853 -2.819816 -2.904854 0.04 -0.35 -0.07
S 1.180385 -5.253995 0.707480 0.31 -0.01 -0.49
S -2.700365 -0.302490 0.817167 0.30 -0.35 -0.23
O -0.368870 1.423326 -0.409081 0.13 -0.88 -0.09
O 1.452821 -1.073046 -0.192020 -0.93 0.23 -0.03
O 3.325801 -1.176746 -1.344435 -0.17 -0.01 0.12
N -1.216507 0.591491 -4.332498 -1.00 -0.80 0.37
N -0.405805 1.397270 -5.044799 0.94 0.05 0.60
N 5.208948 0.241245 -0.096041 -0.21 -0.23 -0.65
N -1.809807 3.160181 -0.574619 0.24 -0.06 0.11
N -0.071040 3.224011 0.961506 -0.05 -0.36 -0.07
C 3.636740 -1.418097 3.383726 -0.13 -0.06 0.14
C 4.872692 -0.789109 3.419613 -0.09 -0.03 0.03
C -2.325772 1.976735 -6.355419 0.13 0.06 0.07
C 6.549431 4.950016 0.905824 -0.05 -0.07 -0.03
C 5.900095 1.414543 -0.339314 0.32 0.33 -0.03
C -1.970228 0.307464 2.271480 -0.22 0.21 0.33
C 6.649093 1.433036 -1.520114 0.05 0.07 0.01
C -0.390872 -3.755129 -3.641960 0.46 0.02 0.22
C 4.713220 -0.290537 1.067184 -0.16 -0.35 0.35
C 0.796805 1.693316 -4.481191 -0.01 -0.08 0.31
C -0.767170 3.890654 2.042398 -0.07 0.23 0.15
C -0.139198 2.127381 -7.362886 0.07 -0.07 0.10
C 4.856189 2.664553 1.596921 -0.02 0.06 -0.07
C -2.901293 2.357601 -7.552105 -0.01 0.04 -0.03
C -0.727976 2.509881 -8.553668 -0.15 0.02 -0.05
C -1.944126 4.598314 -0.637210 0.02 0.22 0.10
C 1.318883 -3.896677 -1.553659 0.15 0.00 0.04
C -2.716483 2.423387 -1.426512 -0.04 -0.39 -0.08
C 2.371450 -5.979492 -0.350415 -0.26 0.27 -0.06
C 2.725070 -1.078954 -0.275772 1.05 -0.06 -0.16
C -0.748900 2.537413 -0.004833 -0.23 0.57 0.18
C 6.567951 3.692713 0.084525 0.20 0.02 -0.23
C 0.657029 -3.971134 -0.378846 0.43 -0.22 -0.25
C 3.476513 -0.971706 1.023370 0.06 0.22 -0.11
C 7.349345 2.556762 -1.890509 -0.06 0.01 -0.01
C -0.702032 0.196630 -3.222095 0.91 0.74 -0.15
C 1.277507 2.812470 1.295475 0.16 -0.06 -0.07
C 2.948931 -1.508368 2.188030 -0.03 -0.03 -0.08
C 5.811530 2.575461 0.446231 -0.03 -0.17 -0.02
C -0.939823 1.855496 -6.261600 -0.32 0.24 -0.57
C 5.411694 -0.229751 2.279499 -0.04 -0.01 -0.21
C 7.330917 3.673182 -1.072819 0.06 0.08 0.02
C -2.104290 2.626091 -8.654190 -0.02 0.07 -0.13
H -0.695836 3.292509 2.958645 -0.01 0.03 -0.14
H 1.986375 -2.002371 2.142216 -0.03 -0.02 0.01
H -1.140922 -3.959764 -2.884971 -0.10 0.04 0.06
H 3.204413 -1.830992 4.282457 0.00 -0.07 0.08
H -0.323907 4.872476 2.228081 -0.03 0.05 -0.02
H 5.558170 5.402809 0.911219 -0.07 0.07 0.07
H -1.009492 5.079063 -0.351281 -0.08 -0.01 0.01
H -1.819330 4.007107 1.804251 -0.01 -0.01 0.08
H 6.383520 0.244503 2.304894 0.03 0.05 -0.04
H 1.874300 3.713827 1.453519 0.07 -0.05 -0.02
H -0.814887 -3.127042 -4.415850 -0.08 0.13 -0.12
H 1.307204 2.203408 2.204146 -0.05 -0.02 -0.08
H 5.420421 -0.749690 4.350242 0.08 0.06 0.07
H 1.692623 2.237521 0.469345 0.06 0.04 0.07
H 5.325279 2.394109 2.540376 -0.02 -0.04 0.20
H 6.832636 4.743263 1.936326 -0.02 0.08 0.14
H -3.977089 2.443564 -7.625572 -0.03 0.02 0.02
H -2.551737 2.936441 -9.587893 -0.05 -0.02 -0.06
H -2.735937 1.381692 -1.118198 -0.04 0.10 -0.12
H 7.243894 5.676529 0.489646 0.04 0.04 0.04
H 4.016459 1.994453 1.441942 -0.10 0.00 0.10
H 7.901085 2.570216 -2.817642 0.10 -0.02 -0.09
H -3.716208 2.839159 -1.313801 -0.07 0.02 0.01
H -2.749905 4.955843 0.012895 0.05 0.03 -0.05
H 7.893873 4.553937 -1.343003 0.08 0.11 -0.06
H 6.647064 0.553819 -2.147322 0.04 -0.12 -0.02
H -2.185015 4.888167 -1.664363 0.05 -0.06 0.06
H -2.422672 2.471174 -2.479032 0.04 0.08 -0.01
H 4.830953 -0.218796 -0.925524 0.05 0.08 0.21
H -0.104709 2.706802 -9.413400 0.06 0.04 -0.05
H 0.929912 2.051342 -7.277580 0.06 -0.08 -0.04
H -2.925486 1.769749 -5.483239 -0.07 -0.07 -0.02
H -0.010841 -4.676143 -4.074551 -0.06 -0.10 -0.05
H 4.472032 3.676421 1.693990 -0.04 0.09 0.02
```
Forces are in eV/Å.

The HOMO energy (alpha / beta) comes out at -5.37 / -5.45 eV. The energy is -6238.48172 Eh. As for the expectation value of S²: 3.797. As for the multiplicity: 4. As for the net charge: -1. For the frontier orbital gap (alpha / beta), the calculation gives 7.00 / 6.46 eV.

Results of the Mulliken charge analysis, in e, for atoms 1 through 2: Tc -0.048; S 0.164

=====

- Among the records above, which one has the highest energy?
  C33H34N11O4Tc